Version 1
Molecular formula: C6H35NO12
Method: DFT, wB97M-V/def2-TZVPD

CARTESIAN COORDINATES (ANGSTROEM)
C 1.15 2.08 -1.38
N 0.62 0.75 -1.16
C 1.53 -0.41 -0.77
C 1.15 -1.63 -1.59
C 2.37 -2.35 -2.03
O 3.45 -2.09 -1.59
C 1.46 -0.68 0.84
C 0.11 2.65 -2.35
H 1.34 2.77 -0.56
H 2.10 2.02 -1.95
H -0.20 0.76 -0.57
H 2.60 -0.24 -1.02
H 0.43 -2.41 -1.18
H 0.43 -1.37 -2.42
H 2.29 -3.06 -2.82
H 2.43 -0.73 1.28
H 0.84 0.09 1.29
H 0.93 -1.68 0.90
H -0.29 1.91 -3.02
H 0.62 3.35 -2.96
H -0.63 3.28 -1.91
H -1.84 -2.37 -4.32
H -2.54 -1.08 -3.82
O -1.68 -1.51 -3.90
H -0.99 -2.48 2.42
H 0.29 -3.15 1.73
O -0.07 -2.66 2.49
H -0.19 4.37 -0.03
H 0.22 5.28 0.96
O 0.28 4.32 0.83
H -2.90 -1.28 0.45
H -1.86 -0.56 -0.43
O -2.28 -1.41 -0.26
H 4.93 3.35 -0.65
H 5.06 1.91 -1.00
O 4.80 2.49 -0.24
H -3.76 -3.51 -2.25
H -2.36 -3.16 -2.05
O -2.96 -3.95 -2.04
H -4.09 -1.38 2.19
H -3.24 -0.09 2.40
O -3.77 -0.55 1.80
H -0.25 3.95 2.66
H -0.14 3.80 4.01
O -0.19 3.21 3.25
H -1.27 1.67 2.90
H -1.64 0.68 4.03
O -1.77 0.89 3.10
H 0.99 1.55 4.13
H 1.28 0.30 3.41
O 0.81 0.60 4.20
H -1.35 -3.35 -0.40
H -1.43 -4.79 -0.29
O -0.78 -4.11 -0.31

Output
* 2S+1: 1
* SMILES: CCN[C@@H](C)CC=O.O.O.O.O.O.O.O.O.O.O.O
* E_HOMO: -8.2 eV
* charge: 0

Version 2
Molecular formula: C6H35NO12
Method: DFT, wB97M-V/def2-TZVPD

CARTESIAN COORDINATES (ANGSTROEM)
C -0.10 0.43 -0.57
C -0.73 1.59 -1.01
N -1.72 1.56 -2.09
C 0.75 0.41 0.64
C 0.04 -0.22 1.76
C -0.36 -1.49 2.01
C -1.29 -1.69 3.20
H -0.26 -0.48 -1.12
H -0.33 2.64 -0.72
H -2.16 2.49 -1.94
H -2.35 0.92 -1.99
H 0.92 1.49 1.13
H 1.82 0.05 0.70
H -0.17 0.62 2.61
H -0.27 -2.24 1.33
H -1.33 -0.78 3.88
H -2.27 -1.74 2.86
H -0.98 -2.53 3.75
H 0.19 1.96 -3.24
H 1.39 1.92 -2.28
O 1.17 1.76 -3.17
H 3.39 -3.30 -0.53
H 2.66 -2.45 0.56
O 3.36 -2.43 -0.11
H -1.32 4.42 1.98
H -1.36 3.06 1.33
O -1.00 3.93 1.22
H 3.07 -0.78 -1.51
H 1.89 -0.16 -2.47
O 2.27 -0.95 -2.02
H -0.10 -1.22 -3.86
H 0.69 -2.40 -3.62
O 0.23 -1.96 -4.43
H 4.18 2.31 -0.49
H 3.20 2.57 0.66
O 3.50 1.91 0.00
H -3.67 1.78 1.23
H -2.46 1.07 1.06
O -2.85 1.90 1.30
H 1.73 -2.08 2.44
H 1.09 -3.18 3.12
O 1.83 -2.93 2.66
H -3.16 -1.01 -0.61
H -3.67 -1.26 0.79
O -3.43 -0.60 0.23
H -2.83 -2.06 -2.77
H -1.84 -1.99 -1.74
O -2.51 -1.44 -2.09
H 0.94 -2.01 -1.64
H 0.60 -2.87 -0.63
O 0.42 -2.69 -1.46
H 0.50 3.80 1.55
H 1.33 2.79 2.38
O 1.39 3.56 1.76

Output
* 2S+1: 1
* E_HOMO: -8.5 eV
* charge: 0

Most stable to least stable: version 1, version 2

Version 1
Molecular formula: C20H21NO4
Method: DFT, wB97M-V/def2-TZVPD

CARTESIAN COORDINATES (ANGSTROEM)
C -6.39 -2.73 -1.46
C -5.01 -2.10 -1.41
O -5.11 -0.88 -0.70
C -3.99 -0.13 -0.52
C -2.72 -0.44 -0.99
C -1.65 0.41 -0.76
C -1.81 1.60 -0.05
C -3.09 1.89 0.45
C -4.15 1.05 0.21
H -5.13 1.28 0.59
H -3.25 2.77 1.05
N -0.74 2.45 0.26
C -0.92 3.88 0.09
H -0.61 4.21 -0.91
H -1.97 4.15 0.21
H -0.33 4.41 0.83
C 0.59 2.02 -0.08
C 1.03 0.80 0.69
C 0.36 0.35 1.77
C 0.76 -0.82 2.52
O 0.19 -1.26 3.48
O 1.87 -1.49 2.07
C 2.58 -1.05 1.01
C 3.72 -1.78 0.66
C 4.51 -1.39 -0.39
C 4.18 -0.25 -1.13
C 3.05 0.48 -0.79
C 2.23 0.09 0.28
H 2.82 1.36 -1.37
O 4.89 0.23 -2.18
C 6.06 -0.45 -2.57
H 6.46 0.12 -3.41
H 5.85 -1.47 -2.89
H 6.81 -0.47 -1.77
H 5.38 -1.97 -0.64
H 3.96 -2.66 1.25
H -0.53 0.85 2.12
H 1.28 2.83 0.18
H 0.71 1.84 -1.16
H -0.69 0.12 -1.14
H -2.54 -1.35 -1.55
H -4.64 -1.91 -2.43
H -4.30 -2.77 -0.91
H -6.75 -2.91 -0.45
H -6.35 -3.67 -2.00
H -7.08 -2.06 -1.96

Output
* 2S+1: 1
* SMILES: CCOc1ccc(N(C)Cc2cc(=O)oc3ccc(OC)cc23)cc1
* E_HOMO: -7.6 eV
* charge: 0

Version 2
Molecular formula: C20H21NO4
Method: DFT, wB97M-V/def2-TZVPD

CARTESIAN COORDINATES (ANGSTROEM)
C 3.73 3.53 -1.41
C 2.89 2.59 -0.55
H 2.44 3.12 0.29
H 2.12 2.11 -1.15
O 3.70 1.58 0.05
C 3.95 0.48 -0.68
O 3.55 0.31 -1.80
C 4.82 -0.48 0.10
H 5.84 -0.37 -0.30
H 4.83 -0.20 1.15
C 4.37 -1.93 -0.09
C 3.17 -2.30 0.78
C 1.91 -1.52 0.41
H 2.07 -0.45 0.59
C 0.71 -1.97 1.23
N -0.50 -1.25 0.83
C -1.34 -1.87 -0.08
O -1.09 -2.98 -0.50
C -2.53 -1.11 -0.50
C -3.42 -1.66 -1.39
C -4.56 -0.96 -1.79
C -4.81 0.29 -1.29
C -3.93 0.89 -0.37
C -4.14 2.18 0.17
C -3.26 2.72 1.06
C -2.11 2.02 1.45
C -1.87 0.76 0.94
C -2.77 0.18 0.03
C -0.66 0.02 1.36
O 0.16 0.48 2.13
H -1.41 2.44 2.15
H -3.43 3.71 1.47
H -5.03 2.72 -0.13
H -5.69 0.84 -1.59
H -5.24 -1.41 -2.49
H -3.21 -2.65 -1.78
H 0.51 -3.03 1.07
H 0.88 -1.77 2.29
H 1.70 -1.65 -0.65
H 2.97 -3.36 0.67
H 3.41 -2.11 1.83
H 4.12 -2.09 -1.14
H 5.20 -2.60 0.17
H 3.10 4.32 -1.80
H 4.53 3.97 -0.82
H 4.16 2.98 -2.24

Output
* 2S+1: 1
* SMILES: CCOC(=O)CCCCCN1C(=O)c2cccc3cccc(c23)C1=O
* E_HOMO: -8.9 eV
* charge: 0

Version 3
Molecular formula: C20H21NO4
Method: DFT, wB97M-V/def2-TZVPD

CARTESIAN COORDINATES (ANGSTROEM)
C 5.67 1.08 -1.27
H 5.19 1.33 -2.24
O 5.52 -0.15 -0.96
C 4.17 -0.58 -0.52
C 3.06 0.16 -0.64
C 1.75 -0.16 0.05
C 1.52 -1.50 0.65
C 2.66 -2.23 0.32
C 3.86 -1.82 -0.14
H 4.78 -2.58 -0.08
H 2.52 -3.07 0.80
O 0.28 -1.56 0.90
C 0.15 -3.16 1.31
H -0.88 -2.91 1.81
H 0.23 -3.71 0.47
H 0.72 -3.30 2.37
N 0.76 0.68 0.05
C 0.76 2.05 0.64
O 1.85 2.65 1.09
C -0.53 2.86 0.37
C -1.47 1.72 -0.38
C -0.61 0.68 -0.47
O -0.71 -0.26 -1.26
H -2.02 2.08 -1.02
C -2.50 1.44 0.51
C -3.38 0.34 0.07
C -4.60 0.65 -0.51
C -5.48 0.17 -1.18
C -5.36 -1.39 -1.09
C -4.11 -1.92 -0.55
C -3.23 -0.94 -0.03
H -2.38 -1.50 0.33
H -3.92 -2.90 -0.65
H -6.01 -2.13 -1.73
H -6.44 0.36 -1.59
H -4.76 2.10 -0.43
C -1.84 0.70 1.84
H -1.29 1.47 2.81
H -1.22 -0.10 1.80
H -2.76 0.46 2.78
H -2.97 2.10 1.19
H -1.02 3.39 1.38
H -0.40 3.53 -0.47
H 3.09 1.21 -0.81
H 6.58 1.17 -1.67
H 5.57 1.73 -0.57

Output
* 2S+1: 1
* E_HOMO: -8.0 eV
* charge: 0

Most stable to least stable: version 2, version 1, version 3